Entry 1:
Here is 9 unconnected molecules or ions with the total composition C32H66NO17S7 in a non-equilibrium geometry from the Open Molecules 2025 dataset. Energies are from wB97M-V/def2-TZVPD.

Structure (XYZ):
```
123
Properties=species:S:1:pos:R:3:mulliken_charge:R:1
N 0.720 0.024 -0.066 1.4185
H 1.655 0.267 -0.481 0.0628
H 0.627 -0.226 0.868 -0.1579
H 0.470 -0.824 -0.629 -0.0195
H 0.093 0.580 -0.512 -0.2227
C 3.094 -1.791 -4.073 -0.9438
C 4.300 -1.448 -3.116 0.4961
C 5.256 -0.486 -3.748 -0.9139
O 4.855 0.756 -3.237 -0.4237
C 3.982 0.647 -2.256 0.3423
O 3.504 1.593 -1.628 -0.5242
O 3.685 -0.744 -2.124 0.0254
H 3.233 -2.326 -4.990 0.5663
H 2.455 -0.917 -4.452 0.1800
H 2.635 -2.581 -3.532 0.0594
H 4.812 -2.466 -2.874 0.2263
H 5.225 -0.376 -4.629 0.5620
H 6.263 -0.624 -3.333 0.3202
C 4.112 1.049 5.210 -0.7998
C 4.367 1.057 3.705 -0.7971
C 4.071 -0.301 3.046 -0.5788
S 2.656 -0.819 3.872 1.1243
O 2.516 -2.216 4.105 -0.8316
O 1.586 -0.175 3.086 -0.3512
C 2.968 0.041 5.458 -0.6538
H 3.704 1.971 5.756 0.2786
H 4.992 0.839 5.511 0.5659
H 5.145 1.486 3.267 0.7865
H 3.678 1.623 3.081 0.0381
H 4.936 -1.083 3.430 0.2615
H 4.114 -0.310 1.997 0.3410
H 3.111 -0.690 6.257 0.4678
H 2.097 0.645 5.769 0.3196
C -3.196 -2.284 5.036 -1.2615
C -3.751 -3.297 3.999 -0.5548
C -3.103 -2.935 2.652 -0.4293
S -2.489 -1.365 2.785 1.0006
O -3.625 -0.494 2.515 -0.6975
O -1.321 -1.250 1.970 -0.2518
C -2.067 -1.416 4.484 -0.6565
H -2.783 -2.728 6.011 0.3718
H -3.894 -1.741 5.490 0.5490
H -4.859 -2.601 4.002 0.1545
H -3.760 -4.328 4.105 0.5175
H -3.823 -3.076 1.687 0.3281
H -2.200 -3.415 2.568 0.1207
H -2.054 -0.576 5.081 0.4136
H -1.159 -1.847 4.707 0.4590
C -0.529 3.988 -5.458 -0.4780
C 0.024 4.733 -4.258 -0.8887
C -0.545 4.002 -3.053 -0.4691
S -0.567 2.304 -3.478 1.1243
O -1.922 1.868 -3.217 -0.6750
O 0.595 1.581 -2.921 -0.4950
C -0.452 2.470 -5.187 -0.8261
H 0.055 4.593 -6.264 0.2741
H -1.634 4.052 -5.648 0.2358
H -0.248 5.778 -4.117 0.3748
H 0.992 4.625 -4.285 0.4818
H -1.579 4.497 -2.779 0.2213
H 0.169 4.068 -2.197 0.2683
H -1.204 1.872 -5.798 0.4065
H 0.406 1.966 -5.633 0.3627
C -0.020 5.403 3.231 -0.7201
C 1.368 4.938 3.546 -0.4697
C 1.347 3.507 4.156 -0.0899
S -0.112 2.708 3.345 1.5444
O -0.929 2.015 4.266 -0.8983
O 0.344 2.228 2.060 -0.5453
C -1.021 4.223 2.966 -0.7765
H -0.296 6.315 2.454 0.2925
H -0.404 6.030 4.228 0.2228
H 2.037 5.541 4.273 0.3968
H 1.971 4.931 2.513 0.1831
H 1.065 3.628 5.357 0.3187
H 2.336 2.845 4.078 -0.4101
H -1.722 4.335 3.680 0.4609
H -1.302 4.145 2.086 0.2231
C -1.323 -3.279 -6.060 -0.8270
C -2.539 -2.696 -5.368 -0.7245
C -2.121 -1.796 -4.186 -0.7166
S -0.337 -1.688 -4.308 1.0892
O 0.164 -1.837 -3.028 -0.4348
O -0.019 -0.591 -5.113 -0.7273
C -0.117 -3.203 -5.150 -0.5928
H -0.976 -2.901 -6.909 0.4681
H -1.466 -4.417 -6.190 0.3290
H -3.415 -3.376 -5.006 0.2947
H -3.219 -2.093 -5.948 0.3528
H -2.235 -2.244 -3.246 0.4691
H -2.364 -0.734 -4.234 0.3237
H -0.179 -4.023 -4.432 0.1535
H 0.935 -3.428 -5.362 0.5359
C -5.394 1.748 1.245 -0.8208
C -5.475 1.376 -0.350 -1.0831
C -4.066 1.100 -0.882 -0.8325
S -3.109 2.367 -0.096 0.9891
O -3.227 3.634 -0.883 -0.8104
O -1.858 1.683 0.018 -0.2890
C -4.093 2.455 1.471 -1.0424
H -5.434 0.914 1.889 0.1918
H -6.137 2.462 1.611 0.3752
H -5.938 2.273 -0.803 0.3277
H -6.232 0.727 -0.544 0.6919
H -3.764 1.001 -1.891 0.5662
H -3.833 0.284 -0.502 0.3089
H -4.030 3.258 1.881 1.3897
H -3.417 1.789 2.130 0.0735
C 0.099 -4.280 0.321 -0.4377
C 1.026 -4.394 -0.859 0.2546
C 2.423 -4.570 -0.320 -1.1644
S 2.411 -3.622 1.202 1.1615
O 2.475 -2.277 1.018 -0.3897
O 3.429 -4.096 2.139 -0.8228
C 0.759 -4.009 1.648 -0.0772
H -0.432 -5.334 0.457 0.2388
H -0.741 -3.563 0.128 0.2230
H 0.942 -3.347 -1.322 -0.4530
H 0.649 -5.108 -1.597 0.6191
H 3.384 -4.483 -0.900 0.3589
H 2.622 -5.508 -0.073 0.6013
H 0.473 -3.259 2.091 -0.3614
H 0.664 -4.890 2.533 0.2824
```

As for the relative energy (zero: lowest compared OMol25 entry of this formula, charge and spin): 4.881 eV. Its spin multiplicity is 1. As for the HOMO energy: -11.611 eV. Its largest force on an atom is 12.62 eV/A. The calculation puts the molar mass at 961.3 u. For the orbital gap, the calculation gives 9.9 eV. The total charge is +1.

---

Entry 2:
Here is 8 unconnected molecules or ions with the total composition C32H68BNO15S7 in a non-equilibrium geometry from the Open Molecules 2025 dataset. Energies are from wB97M-V/def2-TZVPD.

Structure (XYZ):
```
124
Properties=species:S:1:pos:R:3:mulliken_charge:R:1
O 0.753 1.741 -7.291 -0.6351
S 0.650 0.349 -6.924 1.2228
O 1.811 -0.395 -6.513 -0.7244
C -0.652 0.167 -5.709 -0.6595
C -1.913 -0.041 -6.542 -0.6176
C -1.520 -1.014 -7.664 -0.6826
C -0.194 -0.518 -8.256 -0.6174
H -0.672 1.054 -5.080 0.3214
H -0.416 -0.714 -5.112 0.3831
H -2.729 -0.431 -5.935 0.3675
H -2.237 0.910 -6.969 0.2916
H -1.389 -2.015 -7.250 0.2788
H -2.289 -1.076 -8.432 0.3522
H 0.448 -1.326 -8.597 0.4381
H -0.348 0.196 -9.061 0.2291
O 0.237 0.993 2.096 -0.5441
S -0.202 1.771 3.231 1.1481
O -1.249 1.289 4.096 -0.7059
C 1.234 2.214 4.198 -0.7574
C 1.700 3.532 3.586 -0.4615
C 0.429 4.359 3.341 -0.7714
C -0.595 3.435 2.667 -0.5825
H 1.963 1.408 4.134 0.3529
H 0.905 2.342 5.229 0.3931
H 2.398 4.048 4.242 0.3819
H 2.207 3.342 2.637 0.1802
H 0.034 4.712 4.295 0.3202
H 0.627 5.233 2.724 0.3530
H -1.619 3.660 2.951 0.2838
H -0.497 3.440 1.582 0.3874
O 2.575 -4.216 4.519 -0.7001
S 2.472 -2.951 3.833 1.1848
O 2.615 -1.708 4.552 -0.6735
C 3.592 -2.969 2.436 -0.7851
C 2.753 -3.546 1.298 -0.6184
C 1.377 -2.871 1.406 -0.5179
C 0.949 -2.930 2.877 -0.4336
H 4.466 -3.562 2.691 0.4292
H 3.878 -1.937 2.236 0.3282
H 3.220 -3.365 0.332 0.3671
H 2.650 -4.626 1.425 0.2943
H 1.454 -1.828 1.089 0.1031
H 0.639 -3.354 0.769 0.3968
H 0.365 -2.065 3.180 0.2472
H 0.407 -3.844 3.112 0.3371
O -0.473 -7.219 9.050 -0.6733
S -0.544 -5.785 9.173 1.1693
O -1.634 -5.163 9.882 -0.6681
C 1.013 -5.188 9.845 -0.7566
C 1.883 -4.924 8.618 -0.7211
C 0.960 -4.249 7.597 -0.1975
C -0.344 -5.042 7.550 0.1216
H 1.412 -5.936 10.525 0.4299
H 0.797 -4.267 10.385 0.3284
H 2.747 -4.308 8.860 0.3926
H 2.248 -5.871 8.215 0.3094
H 0.751 -3.223 7.911 0.3693
H 1.402 -4.206 6.605 -0.1102
H -1.188 -4.395 7.335 -0.4553
H -0.306 -5.844 6.816 0.4661
O 2.541 2.348 -13.001 -0.6716
S 2.906 1.883 -11.686 1.1721
O 2.815 0.483 -11.357 -0.6599
C 4.540 2.500 -11.290 -0.7273
C 4.280 3.852 -10.631 -0.6853
C 3.092 3.634 -9.682 -0.5527
C 2.025 2.856 -10.460 0.0746
H 5.126 2.553 -12.204 0.4263
H 4.991 1.795 -10.593 0.3478
H 5.161 4.210 -10.102 0.3467
H 4.020 4.591 -11.392 0.3234
H 3.413 3.050 -8.818 0.2046
H 2.692 4.575 -9.308 0.3738
H 1.462 2.180 -9.822 -0.3728
H 1.347 3.518 -10.995 0.3996
O -3.743 -4.843 6.563 -0.6295
S -3.657 -3.767 5.607 1.0582
O -2.653 -3.798 4.569 -0.6087
C -5.264 -3.450 4.897 -0.3243
C -5.900 -2.436 5.844 -0.7159
C -4.797 -1.424 6.181 -0.1803
C -3.530 -2.219 6.517 -0.7777
H -5.811 -4.387 4.822 0.4548
H -5.090 -3.020 3.909 0.0508
H -6.760 -1.949 5.386 0.3617
H -6.237 -2.938 6.754 0.3766
H -4.615 -0.791 5.315 -0.2165
H -5.081 -0.773 7.006 0.4190
H -2.621 -1.709 6.206 0.5006
H -3.471 -2.477 7.573 0.3525
O -6.139 0.369 3.387 -0.7081
S -5.352 -0.170 2.306 1.3114
O -4.940 -1.552 2.327 -0.7748
C -6.169 0.201 0.758 -0.8719
C -5.603 1.560 0.358 -0.6372
C -4.095 1.489 0.644 -0.5394
C -3.920 0.885 2.044 -0.4047
H -7.245 0.194 0.917 0.4314
H -5.889 -0.576 0.048 0.3526
H -5.808 1.782 -0.688 0.3825
H -6.060 2.345 0.963 0.2870
H -3.613 0.848 -0.097 0.3109
H -3.625 2.469 0.583 0.3105
H -3.024 0.278 2.139 0.1851
H -3.933 1.644 2.824 0.2929
C 1.755 1.876 -1.339 -0.6619
O 2.236 3.181 -1.596 -0.2954
C 3.639 3.367 -1.477 -0.4688
C 4.142 4.096 -2.702 -0.7522
C 3.900 3.255 -3.968 -0.6999
B 2.507 3.518 -4.647 0.5041
N 1.991 4.856 -4.724 -0.5928
H 0.863 1.727 -1.945 0.2921
H 1.439 1.795 -0.302 0.1076
H 2.474 1.101 -1.594 0.4047
H 4.161 2.413 -1.388 0.4227
H 3.840 3.964 -0.584 0.3206
H 3.662 5.071 -2.767 0.2896
H 5.209 4.278 -2.563 0.3742
H 3.933 2.203 -3.681 0.2693
H 4.675 3.450 -4.709 0.3967
H 1.864 2.621 -5.100 -0.3238
H 1.112 4.894 -5.223 0.2193
H 1.819 5.248 -3.806 0.2560
```

The SMILES is O=S1(=O)CCCC1.O=S1(=O)CCCC1.O=S1(=O)CCCC1.O=S1(=O)CCCC1.O=S1(=O)CCCC1.O=S1(=O)CCCC1.O=S1(=O)CCCC1.COCCCBN. Its spin multiplicity is 1. As for the HOMO energy: -9.623 eV. Its largest force on an atom is 1.09 eV/A. The calculation puts the molar mass at 942.2 u. For the orbital gap, the calculation gives 9.4 eV.

---

| no. | DFT total energy (a.u.) |
| --- | --- |
| 1 | -5379.21317 |
| 2 | -5255.55182 |